Record 1
2 unconnected molecules or ions with the total composition C4H7P in a non-equilibrium geometry. Source: the OMol25 dataset; level of theory: ωB97M-V/def2-TZVPD.

Geometry as XYZ:
```
12
Properties=species:S:1:pos:R:3:forces:R:3
C 0.86186 -2.01392 1.28453 -0.74 1.74 -1.28
C 0.43898 -1.07844 1.93090 0.13 -1.94 -0.40
C 1.40339 -2.78783 0.16267 -0.63 -0.76 1.09
C -1.65031 3.21781 -1.19334 3.98 -0.84 -1.05
P -0.08860 2.52264 -0.32569 -0.66 0.26 -0.33
H 2.05573 -3.45483 0.65428 1.21 -1.16 -0.06
H 0.75456 -3.37639 -0.47571 -0.91 -0.13 0.60
H 1.91414 -2.23693 -0.56497 1.12 1.40 -0.58
H -1.31522 3.22146 -2.27737 -0.69 0.69 1.15
H -1.80971 4.14100 -0.69548 -0.73 0.91 -0.13
H -2.34832 2.45894 -1.09849 -1.89 -1.03 0.36
H -0.21649 -0.61351 2.59867 -0.18 0.85 0.63
```
Positions in Å, forces in eV/Å.

Summary:
**Relative energy (zero: lowest compared OMol25 entry of this formula, charge and spin)**: 102.9 kcal/mol
**LUMO level (spin up / spin down)**: -0.8 / -0.8 eV
**Total energy**: -497.762583 a.u.
**Gap between HOMO and LUMO (spin up / spin down)**: 7.3 / 7.2 eV
**Charge**: 0



Record 2
A molecular structure, C29H46CeP2S in a non-equilibrium geometry. Source: the OMol25 dataset; level of theory: ωB97M-V/def2-TZVPD.

Geometry as XYZ:
```
79
Properties=species:S:1:pos:R:3:forces:R:3
Ce 1.35289 0.05418 -0.14174 -2.89 -2.78 -0.06
C -1.07600 0.61046 1.18440 -0.18 0.15 -1.07
C -0.92213 1.37562 -0.02147 -0.60 -1.07 0.06
C -1.21167 -0.85810 -0.59315 -0.14 1.00 0.25
C -1.23515 -0.75740 0.82807 0.03 0.49 -0.69
C -0.99202 0.45349 -1.13406 -0.61 -0.38 1.32
C -1.34557 1.13304 2.55539 -0.25 0.14 0.60
H -1.02027 2.16946 2.69487 -0.17 -0.18 -0.11
H -0.85397 0.54016 3.34198 -0.10 0.11 -0.25
H -2.42761 1.10761 2.78110 0.34 -0.02 -0.18
C -1.58250 -1.85555 1.77783 0.20 -0.49 0.29
H -1.79312 -1.48182 2.79051 -0.01 -0.07 -0.38
H -0.75025 -2.56485 1.86124 -0.18 -0.01 0.12
H -2.45468 -2.44161 1.43624 0.30 0.32 0.10
C -1.55643 -2.06466 -1.39795 0.26 -0.29 -0.35
H -2.22372 -2.74453 -0.85266 0.11 0.22 -0.11
H -0.65285 -2.62271 -1.65845 -0.15 -0.10 -0.09
H -2.03943 -1.78591 -2.34032 -0.04 -0.02 0.18
C -1.12744 0.79897 -2.57145 -0.28 0.02 -0.56
H -2.18682 0.75402 -2.86635 0.19 -0.03 -0.02
H -0.58504 0.09790 -3.22154 -0.10 0.18 0.06
H -0.78484 1.80851 -2.79124 -0.10 -0.12 0.12
C -1.05211 2.85172 -0.17135 -0.08 0.82 -0.31
H -1.94729 3.08604 -0.77581 0.31 -0.06 0.20
H -0.20175 3.32107 -0.69567 -0.17 -0.09 0.18
H -1.18389 3.38605 0.77890 0.07 -0.30 -0.21
C 4.49757 1.80192 1.30634 2.07 1.11 0.65
C 4.13670 3.02458 1.96439 2.03 0.28 3.08
C 4.44948 4.34938 1.50539 -1.28 0.32 0.77
C 4.33183 4.60789 -0.04067 0.27 0.88 -1.13
C 3.41440 3.73047 -0.75808 -0.02 0.59 -0.25
C 3.88028 2.60248 -1.55461 1.26 1.29 -2.44
C 5.34280 2.04205 -1.16800 -1.21 0.16 -1.75
C 5.68253 1.98101 0.26949 -0.04 -0.72 1.51
H 5.45998 4.55464 1.85843 0.42 -0.22 -0.33
H 5.35893 4.71761 -0.43838 -0.42 -0.49 0.01
H 3.83707 5.10116 2.03172 0.15 -0.43 0.09
H 6.43074 2.74779 0.57867 -1.21 0.04 0.10
H 4.76916 0.88389 1.88699 -0.32 1.26 0.19
H 3.74124 2.93662 2.97718 0.23 0.28 -0.45
H 6.29316 1.09458 0.41018 -0.03 -0.35 0.02
H 5.53938 1.03377 -1.57008 -0.24 0.62 -0.13
H 4.07819 2.89839 -2.66216 0.54 0.23 0.89
H 6.04965 2.72334 -1.67440 -0.37 -0.39 0.12
H 3.94275 5.62589 -0.10627 -0.01 0.05 0.17
H 2.42108 4.14339 -0.94952 0.24 -0.17 -0.09
P 1.64363 1.87945 2.49174 0.13 -1.55 -1.64
C 2.61303 1.03334 3.81739 -0.07 0.58 0.45
C 1.29890 3.69900 2.32474 0.13 1.03 0.89
P 2.42963 1.70875 -2.22729 -0.64 -1.53 1.18
C 2.94272 1.64061 1.12085 -0.48 -1.36 -1.00
C 1.46704 2.91959 -3.24277 0.80 0.42 -0.59
C 3.39526 0.37152 -3.05871 -0.25 0.09 -0.71
H 2.53282 -0.04785 3.59452 -0.23 0.53 0.06
H 2.16508 1.23876 4.79497 0.23 -0.20 -0.07
H 3.67737 1.28313 3.81436 -0.18 0.01 0.35
H 1.71026 4.15153 1.41310 0.20 -0.56 0.01
H 1.65934 4.32762 3.15061 0.18 -0.30 -0.02
H 0.22495 3.94164 2.27716 0.29 -0.73 0.12
H 4.40163 0.40677 -2.62919 -0.44 -0.07 -0.28
H 3.49339 0.61181 -4.11985 -0.03 -0.45 -0.06
H 3.01044 -0.65204 -2.89805 -0.11 0.50 -0.30
H 3.07395 0.53504 0.89404 0.32 1.55 0.80
H 2.42838 2.18853 0.27715 1.27 0.11 0.20
H 0.65134 2.53015 -3.85903 0.38 -0.49 0.32
H 2.15508 3.39147 -3.94868 0.04 0.27 0.07
H 1.01605 3.70150 -2.60423 0.44 -0.50 -0.10
S 2.12735 -2.61599 -0.55837 0.41 2.10 -0.50
C 1.67696 -4.06382 0.24898 -0.76 -1.53 0.95
C 0.32766 -4.46828 0.38928 0.43 0.06 -0.02
C 0.01762 -5.70435 0.96512 0.41 0.27 -0.17
C 1.05307 -6.54345 1.38706 -0.20 0.12 0.07
C 2.38625 -6.12705 1.30975 -0.52 0.03 -0.08
C 2.69716 -4.90023 0.75023 -0.56 0.41 -0.29
H -0.47250 -3.81143 0.03221 0.47 -0.41 0.17
H -1.03328 -5.99134 1.06635 0.44 -0.04 -0.04
H 0.80784 -7.52238 1.78319 0.09 0.08 0.07
H 3.17931 -6.75865 1.68368 0.00 -0.09 -0.02
H 3.71874 -4.55082 0.65997 0.01 -0.15 0.04
```
Positions in Å, forces in eV/Å.

Summary:
**2S+1**: 2
**LUMO level (spin up / spin down)**: -4.2 / -4.3 eV
**Total energy**: -2688.106546 a.u.
**Gap between HOMO and LUMO (spin up / spin down)**: 4.4 / 4.4 eV
**Charge**: +1



Record 3
A molecular structure, C28H32CoIN4O2SbSe2. Source: the OMol25 dataset; level of theory: ωB97M-V/def2-TZVPD.

Geometry as XYZ:
```
71
Properties=species:S:1:pos:R:3:forces:R:3
Co -0.41142 -0.09578 -0.27870 0.27 -0.19 0.54
C -2.41120 -1.39688 2.06189 0.00 0.00 -0.02
C -2.70459 -1.80040 0.64836 0.01 0.00 -0.01
C -3.80068 -2.59188 0.33363 0.00 0.00 0.00
C -4.02182 -2.95444 -0.98389 -0.01 0.00 0.01
C -3.13011 -2.54359 -1.96124 0.01 0.00 -0.03
C -2.04090 -1.75747 -1.60697 0.02 0.02 0.08
N -1.87456 -1.38755 -0.31714 0.00 0.12 -0.03
Sb -0.51247 -0.95740 -2.94406 -0.14 0.01 -0.20
C -1.64276 1.32160 0.22600 -0.08 -0.15 -0.42
C -2.80428 1.59704 -0.51267 -0.01 0.01 0.05
C -3.61085 2.65955 -0.16054 -0.01 0.01 0.01
C -3.26169 3.43229 0.94077 -0.02 0.00 0.00
C -2.11925 3.09983 1.64974 0.06 -0.05 -0.01
C -1.68973 3.89470 2.85063 0.03 -0.02 0.00
N -1.33075 2.07244 1.29397 0.04 0.01 0.08
C 0.94850 -2.04245 -1.77746 0.00 -0.02 -0.02
C 1.88072 -2.94072 -2.28354 0.01 0.00 0.04
C 2.68308 -3.64652 -1.40537 -0.02 -0.01 0.03
C 2.48802 -3.49295 -0.04274 -0.07 -0.04 -0.02
C 1.54199 -2.58494 0.40713 0.00 -0.05 0.02
C 1.23802 -2.45851 1.87332 -0.20 -0.25 0.02
N 0.84264 -1.83341 -0.44998 -0.08 0.33 -0.17
H -3.33280 -1.17810 2.60100 0.00 0.00 0.00
H -1.77173 -0.51526 2.09492 0.00 0.01 -0.01
H -1.90398 -2.21066 2.58545 0.02 0.00 0.01
H -4.47307 -2.90510 1.12115 0.00 0.00 0.00
H -4.87980 -3.56241 -1.24367 0.00 0.00 0.00
H -3.26015 -2.83059 -2.99564 0.00 -0.01 0.00
H -3.05164 0.97635 -1.36638 0.01 0.01 -0.01
H -4.50114 2.89501 -0.73274 0.00 0.00 0.00
H -3.86439 4.27774 1.24684 0.00 0.00 0.00
H -2.40533 4.68249 3.08364 0.01 0.01 0.00
H -0.71158 4.34748 2.67524 0.00 -0.01 0.00
H -1.58845 3.24509 3.72049 0.00 -0.02 0.02
H 1.95739 -3.08452 -3.35245 0.00 0.00 0.00
H 3.43395 -4.33399 -1.77466 0.00 0.00 0.00
H 3.06411 -4.06472 0.67315 0.00 0.00 0.00
H 0.71134 -3.35342 2.21389 0.02 -0.04 0.00
H 0.60036 -1.59941 2.07735 -0.07 -0.22 0.02
H 2.15243 -2.37688 2.46542 0.02 -0.01 0.02
O 5.98177 0.56983 4.51863 -0.02 0.03 0.01
C 4.71744 0.17278 5.02506 -0.01 0.03 0.00
C 3.62984 0.88760 4.21307 0.02 -0.03 0.01
C 3.76364 2.41167 4.46295 -0.02 0.00 0.06
O 3.65280 3.21682 3.29910 0.21 -0.04 0.31
C 2.27958 0.34704 4.68889 0.00 -0.06 0.04
Se 0.83428 1.02074 3.56628 -0.05 0.15 -0.07
C 3.84715 0.51715 2.75426 -0.13 -0.01 -0.19
Se 2.20214 0.37136 1.64252 0.11 0.42 -0.02
H 6.67857 0.14411 5.02557 0.01 -0.01 0.00
H 4.60948 0.44852 6.08164 0.01 0.00 0.00
H 4.58560 -0.91169 4.93938 -0.01 0.01 0.00
H 4.72271 2.60409 4.94672 -0.01 0.01 0.02
H 2.96906 2.73230 5.13809 -0.01 0.03 -0.05
H 4.51874 3.27643 2.88391 0.07 0.02 0.02
H 2.06998 0.66873 5.71019 0.01 -0.01 0.00
H 2.27607 -0.74484 4.67384 0.00 0.00 0.00
H 4.16598 -0.52327 2.65235 0.11 0.05 0.00
H 4.55811 1.12110 2.20557 -0.02 0.04 -0.02
I 4.14289 -0.11073 -0.52799 0.11 0.09 0.04
C 1.68923 1.90544 0.58017 0.15 0.01 0.07
C 2.03037 3.20975 0.85240 0.12 0.10 -0.08
C 1.61652 4.16452 -0.06307 -0.01 -0.04 -0.03
C 0.90848 3.76456 -1.18451 0.01 -0.06 -0.02
C 0.57805 2.42842 -1.32804 0.02 0.07 -0.03
N 0.94401 1.50208 -0.43726 -0.21 -0.20 0.15
H 2.59009 3.45568 1.74438 -0.21 -0.04 -0.20
H 1.85360 5.20787 0.10011 0.00 0.01 -0.01
H 0.58525 4.47501 -1.93169 0.00 0.00 -0.01
H -0.02073 2.06109 -2.15075 -0.03 0.00 0.01
```
Positions in Å, forces in eV/Å.

Summary:
**2S+1**: 2
**Relative energy (zero: lowest compared OMol25 entry of this formula, charge and spin)**: 0.0 kcal/mol
**LUMO level (spin up / spin down)**: -0.3 / -0.3 eV
**Total energy**: -8179.173683 a.u.
**Gap between HOMO and LUMO (spin up / spin down)**: 5.4 / 5.9 eV
**Charge**: 0